Entry 1:
Formula: C20H25N3O2
Source: the OMol25 dataset
Level of theory: wB97M-V/def2-TZVPD

HOMO energy, eV: -7.81
SMILES: CCc1c2c(n(C)c1CC)CCC/C2=N\OC(=O)Nc1ccccc1
Molecular weight, g/mol: 339.439
Lowest unoccupied orbital energy, eV: 0.71
Maximum force, eV/Å: 4.31

```
50
C20H25N3O2 | the OMol25 dataset | wB97M-V/def2-TZVPD
H 0.804 -1.720 -2.968
C 2.627 0.122 -3.305
H 2.779 2.249 1.712
H -3.762 -3.042 2.417
H 1.303 1.092 3.636
H -5.721 -4.125 2.927
O -3.497 -0.088 1.546
H 1.400 -1.243 2.685
C -5.294 -1.889 3.030
H -1.408 -1.241 -3.651
H 4.885 1.140 -1.915
H 1.992 -0.607 -3.907
C 1.111 -0.386 -1.331
C -7.102 -0.494 3.733
H 0.384 1.690 2.136
C 2.314 1.566 -3.783
C 0.615 -0.456 2.458
H -7.495 0.510 3.950
H 3.257 0.564 2.117
C 2.126 0.738 0.358
H 4.923 0.428 -0.258
C -7.317 -2.889 3.626
H 3.671 -0.055 -3.477
H -7.889 -3.807 3.815
H 2.848 2.274 -3.186
C 2.226 0.130 -1.807
H 4.542 2.193 -0.555
C 4.376 1.166 -0.870
O -1.922 -1.866 1.511
H -8.900 -1.468 4.376
N 2.907 0.828 -0.829
C -3.168 -1.224 1.839
C -0.892 -0.537 -2.977
C -5.770 -0.664 3.271
N -4.005 -2.090 2.516
C 1.147 0.978 2.537
C 1.083 -0.126 0.058
H -5.286 0.317 3.281
C -5.998 -3.109 3.275
C -7.936 -1.604 3.838
H -0.266 -2.067 -1.557
N -1.084 -1.133 0.653
C 0.096 -0.649 1.041
H 2.570 1.629 -4.862
H -0.144 -0.631 3.180
C 2.446 1.176 1.750
H 1.248 1.878 -3.715
H -1.552 -0.055 -2.282
H -0.549 0.241 -3.578
C 0.173 -1.272 -2.142
```

=====

Entry 2:
Formula: C6H11NS
Source: the OMol25 dataset
Level of theory: wB97M-V/def2-TZVPD

HOMO energy (alpha / beta), eV: -7.45 / -7.45
Molecular weight, g/mol: 129.228
Lowest unoccupied orbital energy (alpha / beta), eV: -0.47 / -0.47
Maximum force, eV/Å: 5.79

```
19
C6H11NS | the OMol25 dataset | wB97M-V/def2-TZVPD
H 0.209 1.982 2.299
C -0.226 0.945 2.483
H 0.737 -0.008 -0.025
H -1.225 -1.489 1.987
C -0.918 0.451 1.189
H 2.608 -0.614 -1.531
H 0.668 0.215 2.678
H -0.745 0.882 3.337
C 1.843 -0.094 -2.007
S -2.145 -0.537 -1.196
C -1.502 -0.783 1.206
C 0.653 -0.453 -1.136
H 2.162 0.993 -1.900
H -0.646 0.615 -2.459
H 1.764 -0.477 -2.959
N -2.184 -1.320 0.196
H 0.684 -1.592 -0.989
H -1.041 1.184 0.433
C -0.697 0.100 -1.607
```

=====

Entry 3:
Formula: C4H6O2
Source: the OMol25 dataset
Level of theory: wB97M-V/def2-TZVPD

HOMO energy, eV: -9.93
SMILES: O=CC1COC1
Molecular weight, g/mol: 86.090
Lowest unoccupied orbital energy, eV: 0.83
Maximum force, eV/Å: 0.44

```
12
C4H6O2 | the OMol25 dataset | wB97M-V/def2-TZVPD
O 2.018 0.185 1.006
C 0.178 -0.334 -0.435
O -1.303 0.992 0.363
H -1.225 -0.921 1.240
C -0.108 1.174 -0.414
C 1.384 -0.671 0.437
H 1.705 -1.723 0.578
H -0.311 1.640 -1.384
H 0.223 -0.815 -1.419
C -1.205 -0.427 0.262
H -2.007 -0.841 -0.365
H 0.651 1.741 0.131
```

=====

Entry 4:
Formula: C8H18NO
Source: the OMol25 dataset
Level of theory: wB97M-V/def2-TZVPD

Charge: +1
HOMO energy, eV: -14.87
SMILES: CCCCC[N@@H+]1CCOC1
Molecular weight, g/mol: 144.238
Lowest unoccupied orbital energy, eV: -2.98
Maximum force, eV/Å: 1.09

```
28
C8H18NO | the OMol25 dataset | wB97M-V/def2-TZVPD
H 1.623 0.207 -0.882
C 0.887 2.922 0.324
H -1.212 -1.591 -2.000
C -0.349 0.234 -1.525
H -2.242 -0.904 0.214
H -0.276 1.196 0.968
C 1.291 2.077 -1.688
H 0.426 2.495 -2.195
H 1.509 1.040 1.101
H -0.833 -0.678 2.040
H 2.098 1.768 -2.339
H -0.071 3.406 0.119
C -1.356 -1.526 0.115
N 0.847 0.865 -0.864
H -0.012 -2.767 3.078
C 0.677 1.415 0.520
C -0.604 -1.223 -1.179
H -1.203 0.876 -1.339
H 0.537 -1.337 1.145
H 0.318 -1.803 -1.192
O 1.756 3.006 -0.778
C -0.505 -1.499 1.411
H -1.724 -2.542 0.016
H -0.144 0.284 -2.590
H -0.418 -3.642 1.582
H -1.678 -2.897 2.541
C -0.653 -2.785 2.205
H 1.311 3.401 1.194
```

=====

Entry 5:
Formula: C5H10N2O
Source: the OMol25 dataset
Level of theory: wB97M-V/def2-TZVPD

HOMO energy, eV: -9.04
SMILES: N[C@H]1CO[C@H]2C[C@@]21N
Molecular weight, g/mol: 114.148
Lowest unoccupied orbital energy, eV: 0.74
Maximum force, eV/Å: 6.05

```
18
C5H10N2O | the OMol25 dataset | wB97M-V/def2-TZVPD
H -1.739 0.627 0.606
H 1.667 -0.415 0.275
C 0.175 -0.068 1.599
N 1.336 1.710 0.138
H 0.828 -0.590 2.084
H -0.083 0.680 2.296
C -0.206 0.000 -0.793
C 0.878 0.314 0.184
N -1.552 0.709 -0.471
H 0.507 -1.875 0.008
O -0.841 -1.112 1.157
C -0.952 -1.374 -1.562
H 2.352 1.586 0.679
H -1.827 -0.671 -1.745
H -1.347 1.761 -0.885
H -0.497 -1.981 -2.489
C -0.370 -1.292 -0.148
H 1.672 1.991 -0.935
```

=====

Entry 6:
Formula: C5H4F4
Source: the OMol25 dataset
Level of theory: wB97M-V/def2-TZVPD

HOMO energy, eV: -10.29
SMILES: FC1=C(C(F)(F)F)CC1
Molecular weight, g/mol: 140.079
Lowest unoccupied orbital energy, eV: 0.78
Maximum force, eV/Å: 3.92

```
13
C5H4F4 | the OMol25 dataset | wB97M-V/def2-TZVPD
C 0.366 0.094 -0.006
H -1.038 -1.454 0.710
F 0.269 2.448 0.329
H -1.889 0.936 -0.916
C -0.311 1.226 0.181
C -1.645 0.545 -0.022
H -2.287 0.640 0.775
F 2.471 -0.315 -1.157
C -0.871 -0.747 -0.106
C 1.723 -0.446 0.010
F 2.462 0.113 1.017
H -1.052 -1.261 -1.064
F 1.801 -1.779 0.250
```

=====

Entry 7:
Formula: C22H41N2O2P3Zr
Source: the OMol25 dataset
Level of theory: wB97M-V/def2-TZVPD

Charge: +4
HOMO energy (alpha / beta), eV: -19.76 / -19.79
Molecular weight, g/mol: 549.728
Lowest unoccupied orbital energy (alpha / beta), eV: -15.15 / -15.14
Maximum force, eV/Å: 9.60

```
71
C22H41N2O2P3Zr | the OMol25 dataset | wB97M-V/def2-TZVPD
H 3.449 -0.455 2.994
H 4.058 2.620 2.921
H 2.233 -0.417 -4.921
C 4.026 2.309 1.868
C 2.830 0.004 2.240
C 3.009 1.255 1.665
P -1.391 2.707 2.290
H -2.804 -4.821 0.958
H -3.071 3.811 3.652
P 2.669 -0.404 -2.523
C -3.092 3.030 2.882
H 1.448 -2.245 2.911
C -2.878 -4.132 -1.916
H -3.720 3.354 2.038
H 0.414 4.318 2.280
C -0.166 1.338 -2.558
H -5.178 -2.361 -0.806
C 1.707 -0.585 1.660
C -2.213 0.037 -2.233
H -2.139 2.758 -0.150
H -4.641 -2.241 0.905
H 1.523 -2.682 1.205
H 0.047 3.117 -1.316
C -2.154 -3.950 0.800
H -1.266 2.184 4.645
H 1.861 2.187 0.166
C -4.596 -2.849 -0.008
H 0.762 1.507 -3.109
C 1.126 -1.926 1.905
C 2.757 -1.085 -4.223
Zr -0.592 0.128 -0.650
H 0.349 2.568 3.963
C -0.595 2.043 3.790
H -0.390 0.975 3.647
H 3.839 3.208 1.266
N 2.018 1.394 0.786
H -1.877 -4.577 -2.015
H -3.129 -3.594 -2.844
H 4.352 1.205 -1.791
H -2.115 -3.358 1.724
H 0.020 -1.982 1.886
C 0.053 -2.064 -1.308
H -3.630 -4.912 -1.724
H -3.509 2.098 3.289
H 4.230 -0.995 -0.765
C -2.619 0.944 -1.232
C -1.805 2.046 -0.907
H -4.999 -3.855 0.189
C -0.574 2.251 -1.565
H 5.022 1.931 1.597
H 3.010 1.996 -2.651
C -0.960 0.211 -2.864
H 4.648 -1.782 -2.339
O 0.487 -3.073 -1.696
C -0.682 4.396 2.238
H 2.261 -2.066 -4.235
C 3.678 1.123 -2.655
H 3.302 -2.413 -1.331
C -1.928 -0.449 1.244
H -0.614 -0.510 -3.598
C 3.836 -1.508 -1.654
H -0.969 4.874 1.289
P -2.844 -2.918 -0.542
H -1.136 -4.260 0.527
N 1.212 0.295 0.741
O -2.565 -0.638 2.193
H -3.557 0.775 -0.705
H -1.061 5.000 3.074
H -2.840 -0.823 -2.468
H 4.249 1.117 -3.592
H 3.806 -1.184 -4.535
```

=====

Entry 8:
Formula: C6H9PS
Source: the OMol25 dataset
Level of theory: wB97M-V/def2-TZVPD

HOMO energy, eV: -8.44
SMILES: CCPc1cccs1
Molecular weight, g/mol: 144.179
Lowest unoccupied orbital energy, eV: 0.89
Maximum force, eV/Å: 5.34

```
17
C6H9PS | the OMol25 dataset | wB97M-V/def2-TZVPD
H -0.038 0.784 1.346
C 1.978 -2.675 -1.495
C 0.344 -1.494 -0.297
C 0.946 -1.717 -1.495
H -1.166 -0.087 -1.181
H -1.452 2.637 1.345
C 2.137 -3.212 -0.256
H -1.420 0.524 2.252
H 0.463 -1.299 -2.510
S 1.053 -2.620 0.916
P -1.384 -0.791 0.037
H 2.652 -2.850 -2.311
C -1.017 0.556 1.225
H 2.886 -3.943 0.071
H -2.830 1.728 0.830
C -1.668 1.860 0.739
H -1.415 2.080 -0.370
```

=====

Entry 9:
Formula: C9H19N
Source: the OMol25 dataset
Level of theory: wB97M-V/def2-TZVPD

HOMO energy, eV: -6.21
Molecular weight, g/mol: 141.258
Lowest unoccupied orbital energy, eV: -1.55
Maximum force, eV/Å: 1.91

```
29
C9H19N | the OMol25 dataset | wB97M-V/def2-TZVPD
H 2.601 -0.773 -2.264
C 2.271 -0.977 -1.236
H -0.141 -1.748 0.580
N -1.507 -1.108 0.011
C 0.775 -0.951 -1.219
H -3.133 -0.026 1.933
H 0.201 1.894 1.786
C -0.484 1.062 -0.093
H 1.435 1.885 0.518
C 0.610 1.318 0.956
H 0.835 1.082 -1.783
H 0.321 -2.676 1.949
C 0.113 0.367 -1.372
H -1.495 2.954 0.267
H 1.684 -1.794 1.251
H -0.283 3.022 -1.013
H 1.036 -3.240 0.421
H 2.684 -1.947 -0.963
H -1.850 2.246 -1.306
C -1.063 2.402 -0.566
C -2.438 0.635 1.432
H -2.469 1.677 1.705
C 0.791 -2.362 1.014
H 2.696 -0.204 -0.594
C -1.575 0.155 0.497
H 1.003 0.388 1.358
H -0.722 0.247 -2.066
H 0.293 -1.812 -1.659
H -2.191 -1.718 0.454
```

=====

Entry 10:
Formula: H32O16
Source: the OMol25 dataset
Level of theory: wB97M-V/def2-TZVPD

HOMO energy, eV: -10.37
Molecular weight, g/mol: 288.240
Lowest unoccupied orbital energy, eV: 0.17
Maximum force, eV/Å: 2.10

```
48
H32O16 | the OMol25 dataset | wB97M-V/def2-TZVPD
O 1.129 -3.421 -0.915
H 0.104 -0.077 1.875
H -3.086 1.606 -2.070
H -4.323 -0.522 -1.786
H 2.781 -0.418 -1.084
H 2.698 2.977 -1.683
O -0.987 3.942 -2.475
H 1.430 -3.263 3.003
O -5.820 1.991 -0.487
O 4.959 -1.502 0.283
O -0.298 -0.614 1.199
H 1.683 -2.990 0.680
O 2.830 -1.376 -1.292
H -2.450 -2.739 0.254
H -0.645 1.411 0.152
H 1.638 -2.666 -1.289
H 1.260 2.493 -1.505
H 5.620 -0.794 0.201
O -3.313 2.562 -2.194
H -4.265 2.556 -2.342
O -2.942 1.429 2.078
O -2.119 -1.974 -0.217
O 1.850 0.144 2.589
H -5.269 1.208 -0.436
O 1.188 -4.061 3.489
O 3.001 1.107 0.244
H 0.581 -4.603 2.986
H -1.793 -1.339 0.439
H -0.803 2.523 -1.068
H -2.828 2.279 1.557
H -1.457 4.761 -2.282
H 2.776 -1.887 1.153
H 2.734 1.728 -0.470
H -2.458 1.646 2.880
H 0.253 -3.232 -1.269
H 2.266 1.146 0.866
O 2.005 -2.437 1.423
H 0.311 -1.160 0.700
H 5.388 -2.141 0.861
O -3.443 -0.191 -1.613
H -5.493 2.645 0.127
H -1.748 3.424 -2.807
H -2.752 -0.841 -1.344
H 3.736 -1.455 -0.921
O -0.225 2.038 -0.456
H 2.440 0.505 3.265
O 2.166 2.176 -1.701
H 2.004 -0.804 2.533
```

=====

Entry 11:
Formula: C3H5NO2
Source: the OMol25 dataset
Level of theory: wB97M-V/def2-TZVPD

HOMO energy, eV: -10.28
SMILES: [H]/N=C1/COCO1
Molecular weight, g/mol: 87.078
Lowest unoccupied orbital energy, eV: 0.88
Maximum force, eV/Å: 0.91

```
11
C3H5NO2 | the OMol25 dataset | wB97M-V/def2-TZVPD
H 2.624 -0.698 -0.753
N 1.764 -1.133 -0.443
C 0.731 -0.418 -0.370
C -0.464 -0.890 0.409
O 0.507 0.904 -0.603
H -0.651 1.771 0.887
H -0.031 -0.823 1.415
H -0.888 -1.856 0.153
C -0.791 1.238 -0.063
H -1.324 1.847 -0.794
O -1.477 0.057 0.163
```

=====

Entry 12:
Formula: C4H11NS
Source: the OMol25 dataset
Level of theory: wB97M-V/def2-TZVPD

Charge: +1
HOMO energy (alpha / beta), eV: -12.99 / -12.98
Molecular weight, g/mol: 105.206
Lowest unoccupied orbital energy (alpha / beta), eV: -3.31 / -8.20
2S+1: 2
Maximum force, eV/Å: 1.09

```
17
C4H11NS | the OMol25 dataset | wB97M-V/def2-TZVPD
N -2.025 -1.883 1.694
H 2.686 -0.287 -1.172
H 0.176 -1.304 -0.229
H -1.113 -2.153 2.056
H 2.065 -0.204 0.579
C -1.904 -1.142 0.426
H -1.102 1.508 -0.232
H -0.131 -0.372 1.275
C 2.407 0.315 -0.303
C -0.482 -0.575 0.256
H 3.296 0.927 -0.141
H -2.425 -2.777 1.420
H -0.766 0.551 -1.585
H -2.571 -0.274 0.463
S 1.154 1.484 -0.818
H -2.150 -1.817 -0.392
C -0.421 0.712 -0.546
```

=====

Entry 13:
Formula: C34H35BrF6IrN6O5S2SbSe
Source: the OMol25 dataset
Level of theory: wB97M-V/def2-TZVPD

Charge: +1
HOMO energy (alpha / beta), eV: -9.77 / -9.76
Molecular weight, g/mol: 1258.654
Lowest unoccupied orbital energy (alpha / beta), eV: -3.82 / -5.12
2S+1: 2
Maximum force, eV/Å: 2.20

```
92
C34H35BrF6IrN6O5S2SbSe | the OMol25 dataset | wB97M-V/def2-TZVPD
O 5.092 -1.626 1.460
H 0.330 -4.733 0.708
C -0.906 -1.370 -0.558
H 0.677 4.346 -1.649
C 2.348 2.659 -3.092
H 0.249 -2.366 -5.066
C 0.984 2.814 -5.036
C -1.234 -0.110 -1.112
H -2.815 1.124 -1.801
C 1.037 -1.147 -3.517
C -0.756 5.653 -0.672
H 2.324 -3.843 -6.393
O 0.895 -0.056 1.654
H 1.375 -4.821 -5.284
F 1.242 -2.898 3.053
H -2.100 -4.286 0.681
C 2.268 -4.201 -5.364
Sb 0.301 3.036 0.667
C 1.143 2.385 -3.726
H 0.195 -0.470 -3.491
H 3.141 -4.820 -5.170
C 4.718 0.966 1.642
Se 2.754 2.138 -1.297
H 0.570 5.478 1.738
N 0.428 -1.625 -0.480
Br -5.676 -3.616 7.017
F 5.606 1.204 0.689
C 3.125 -1.669 -2.687
H -2.283 2.546 0.321
H -1.614 0.530 1.694
H 0.341 1.875 -3.212
C 2.195 -3.043 -4.420
H -1.588 5.602 0.033
N 1.916 3.469 -5.722
C -5.366 -2.373 4.484
C -2.562 0.192 -1.312
C -5.256 -3.570 5.179
O 3.335 -0.651 0.110
H -0.938 3.687 -1.571
C 0.848 -2.790 -0.041
H 2.018 4.530 2.065
H -4.194 -5.583 2.680
H -1.384 1.548 3.097
O -0.243 0.738 -1.406
H -1.120 6.152 -1.571
S 1.631 -0.291 2.886
H 0.791 4.948 4.209
H -0.656 4.195 3.559
C -5.044 -2.333 3.140
H 4.273 3.610 -3.328
H 3.917 -1.415 -1.997
F 1.013 -1.831 4.922
Ir 1.591 0.048 -0.920
C -1.734 2.658 1.258
N -4.315 -2.450 0.508
S 4.003 -0.718 1.426
N 3.076 -0.868 2.651
H 0.053 2.622 -5.560
H -4.771 -5.658 5.099
C -0.204 4.274 -1.012
H -2.084 3.580 1.729
C -4.519 -4.692 3.202
C -1.947 1.454 2.166
C -0.054 -3.785 0.359
C -4.841 -4.734 4.544
H 0.007 6.296 -0.234
O 1.587 0.717 3.892
H 4.132 -3.342 -3.521
C -3.543 -0.680 -0.828
H 3.806 4.275 -5.667
C 0.433 4.197 3.503
H -4.594 -0.436 -0.916
C -3.242 -1.854 -0.160
F 3.728 1.869 1.557
F -0.509 -1.674 3.390
H -5.700 -1.481 4.995
C 1.082 -2.203 -4.395
C -1.877 -2.283 -0.112
C -4.606 -3.492 2.496
C 3.323 3.363 -3.785
H 1.920 -2.932 0.015
N 2.040 -0.878 -2.663
C -1.401 -3.535 0.349
H 0.789 3.225 3.847
C 0.801 -1.778 3.622
C 0.928 4.513 2.094
C 3.233 -2.742 -3.544
N -4.165 -3.504 1.162
H -3.002 1.346 2.424
H -5.121 -1.408 2.587
C 3.059 3.735 -5.097
F 5.289 1.068 2.825
```

=====

Entry 14:
Formula: C23H21BrFGaNO4SSi
Source: the OMol25 dataset
Level of theory: wB97M-V/def2-TZVPD

Charge: -1
HOMO energy, eV: -5.07
Molecular weight, g/mol: 604.202
Lowest unoccupied orbital energy, eV: 2.74
Maximum force, eV/Å: 0.72

```
54
C23H21BrFGaNO4SSi | the OMol25 dataset | wB97M-V/def2-TZVPD
C -2.697 -1.909 0.544
H -1.954 -0.860 2.254
C -3.381 -2.788 1.380
C 1.903 4.590 -1.181
O -3.642 0.870 1.835
F 0.510 1.259 -3.080
C -0.614 2.316 2.466
Br 4.995 -3.451 -2.482
C 3.332 -2.053 -0.520
C 5.255 -3.294 0.284
O 1.469 -0.750 -1.059
O 2.520 -1.733 -2.761
H 2.351 2.792 -4.018
C 4.451 -2.860 -0.763
H -3.350 -2.608 2.450
H 2.167 -1.126 0.995
S -1.963 -1.136 -2.108
C 1.024 2.335 -2.426
C -2.729 -2.139 -0.843
C 4.960 -2.934 1.587
H -3.105 0.515 -0.136
C 2.388 -1.499 -1.580
C 3.049 -1.722 0.806
N -0.420 1.745 -0.592
H -1.933 4.523 0.684
C 0.492 2.606 -1.151
C -2.493 3.606 0.482
H -0.109 3.284 2.522
C -4.088 -3.874 0.889
H -4.675 -4.934 -0.883
O -0.583 -0.784 0.774
C -4.129 -4.090 -0.480
H 0.111 1.536 2.701
H -2.866 3.655 -0.542
C -1.926 -0.754 1.160
C 2.437 4.246 -2.413
C -3.459 -3.226 -1.330
H 5.600 -3.271 2.393
H 3.188 4.866 -2.884
C 3.850 -2.149 1.849
C 0.949 3.796 -0.562
C 1.978 3.097 -3.049
Ga -0.270 -0.183 -0.933
H -3.487 -3.381 -2.401
H -4.588 -4.554 1.568
Si -1.430 2.067 0.778
C -2.631 0.588 0.851
H 0.556 4.075 0.408
H 2.246 5.489 -0.683
H 6.114 -3.912 0.065
H -3.349 3.572 1.161
H 3.606 -1.866 2.865
H -4.230 0.108 1.881
H -1.401 2.303 3.225
```

=====

Entry 15:
Formula: C4H4I4
Source: the OMol25 dataset
Level of theory: wB97M-V/def2-TZVPD

HOMO energy (alpha / beta), eV: -6.91 / -9.26
Molecular weight, g/mol: 559.692
Lowest unoccupied orbital energy (alpha / beta), eV: -0.67 / -3.62
2S+1: 3
Maximum force, eV/Å: 5.01

```
12
C4H4I4 | the OMol25 dataset | wB97M-V/def2-TZVPD
C 0.376 0.697 0.259
H -0.660 -1.679 -0.811
C 0.323 -1.630 -0.646
H -1.218 1.840 0.602
H 1.968 -0.661 -0.046
I -2.184 -0.463 1.598
I 1.067 1.092 2.542
C 0.989 -0.596 -0.143
H 0.987 -2.474 -0.869
I 1.327 2.373 -0.919
C -1.119 0.862 0.193
I -1.856 0.641 -1.759
```